No. 1
# C16H22BFN4O5

2 unconnected molecules or ions with the total composition C16H22BFN4O5 at a distorted geometry (ωB97M-V/def2-TZVPD, the OMol25 dataset).

CARTESIAN COORDINATES (ANGSTROEM)
C -0.717736 3.902433 -5.508076
O -0.270275 2.761640 -6.254120
B -0.168533 1.542155 -5.679537
O -0.539659 0.412788 -6.369214
N 0.336858 1.436744 -4.277303
C 0.117998 0.187160 -3.542366
C -1.340660 0.068625 -3.158608
O -1.812070 0.420187 -2.118096
F -2.118239 -0.442414 -4.107319
C 1.648527 1.969704 -4.125625
O 2.025006 2.565980 -3.159441
O 2.445127 1.845180 -5.222049
N 2.459369 0.522186 -5.795353
H -0.978656 3.640585 -4.481964
H 0.067815 4.658124 -5.493059
H -1.603047 4.300589 -6.002569
H 0.222225 -0.100535 -6.671145
H 0.638096 0.263462 -2.586449
H 0.434244 -0.713633 -4.076542
H 2.393538 -0.139092 -5.028539
H 3.400247 0.464656 -6.168879
C 3.277116 -4.336820 4.865219
N 2.212874 -3.369142 4.495708
C 2.346566 -2.085336 4.867928
C 1.399740 -1.149161 4.527205
C 0.288936 -1.534200 3.779590
C 0.168724 -2.871915 3.417128
C 1.144721 -3.769304 3.790552
C -0.740868 -0.542404 3.370948
C -1.059544 -0.356030 2.030316
C -2.041310 0.547849 1.684937
N -2.692812 1.244821 2.625641
C -2.392431 1.095247 3.926148
C -1.419629 0.211996 4.326290
C -3.773460 2.188627 2.241350
H 3.397119 -4.329328 5.945056
H 4.201310 -4.038924 4.377102
H 2.985948 -5.327006 4.533069
H 3.230335 -1.834005 5.437345
H 1.545606 -0.123378 4.835933
H -0.682819 -3.230397 2.855830
H 1.090933 -4.816990 3.533518
H -0.551902 -0.897230 1.244436
H -2.322091 0.726167 0.654201
H -2.956323 1.693874 4.627547
H -1.213048 0.106674 5.382222
H -3.527194 3.175818 2.622687
H -4.708698 1.836360 2.668460
H -3.847977 2.217613 1.159888

Forces on the atoms, in the same order (eV/Å):
C 0.25 0.10 -0.10
O -0.59 -0.08 0.50
B 0.05 -0.15 -0.48
O 0.25 0.12 -0.10
N 0.44 -0.69 -0.66
C -0.13 0.32 0.40
C -0.29 0.37 0.45
O 0.16 -0.29 -0.20
F 0.12 0.00 0.10
C -0.61 0.51 0.34
O 0.06 -0.32 -0.18
O 0.62 0.17 0.50
N -0.74 -0.01 -0.36
H 0.07 -0.06 0.01
H -0.05 -0.02 -0.04
H 0.10 0.01 -0.05
H -0.17 0.00 0.12
H 0.12 -0.06 -0.10
H -0.08 0.03 -0.11
H 0.36 -0.02 0.16
H 0.04 0.05 0.00
C -0.04 0.05 0.01
N 0.04 -0.08 0.00
C 0.00 0.04 0.01
C -0.06 0.07 0.04
C 0.09 -0.05 -0.02
C -0.03 0.05 -0.06
C -0.02 0.01 -0.01
C -0.10 0.04 -0.03
C 0.03 -0.09 0.08
C -0.02 0.01 -0.17
N -0.06 0.06 -0.09
C 0.00 -0.01 0.04
C 0.08 -0.01 0.06
C 0.04 -0.01 0.02
H 0.01 -0.01 0.01
H 0.02 -0.01 0.01
H -0.01 -0.01 0.00
H 0.02 -0.03 0.00
H 0.01 0.01 -0.01
H 0.00 -0.01 -0.01
H 0.03 -0.02 0.01
H -0.01 0.00 -0.02
H 0.02 -0.01 -0.02
H -0.02 0.01 -0.02
H 0.00 0.00 0.01
H -0.01 0.01 0.00
H -0.01 0.01 0.00
H 0.01 0.00 -0.02

As for the HOMO-LUMO gap: 5.84 eV. Its net charge is +2. The value obtained for the energy is -36526.853 eV. The LUMO energy is -7.732 eV. The HOMO energy is -13.576 eV.

=====

No. 2
# C16H22BMnN7

A molecular structure, C16H22BMnN7 at a distorted geometry (ωB97M-V/def2-TZVPD, the OMol25 dataset).

CARTESIAN COORDINATES (ANGSTROEM)
H 1.404066 -1.005659 -2.781639
N 1.184567 0.540711 -1.357494
B 1.150576 2.689846 -0.039823
N 1.464914 1.901021 -1.357400
C 2.006750 2.239563 -2.550728
Mn 0.295589 -0.359503 0.223287
H 2.300411 3.267626 -2.761177
C 2.064067 1.087338 -3.343778
H 2.406986 1.013176 -4.361135
C 1.545063 0.043962 -2.562656
H 1.480128 3.827334 -0.184078
C -0.183224 -2.137426 3.047256
H -0.942928 -2.866948 3.355387
H -0.651432 -1.360893 2.401916
H 0.194191 -1.640091 3.945673
N 1.923288 1.983830 1.112954
N -0.349808 2.589571 0.387908
N 1.748011 0.642652 1.425847
N -0.891398 1.332306 0.627380
C 2.814616 2.538858 1.943635
C -1.303528 3.528578 0.555403
H 3.040953 3.588282 1.809530
H -1.083936 4.569876 0.359537
C 3.256734 1.550282 2.820013
C -2.493149 2.884508 0.902679
C 2.556122 0.378799 2.477474
C -2.200500 1.509891 0.926656
H 3.989818 1.672249 3.580489
H -3.450615 3.336055 1.062709
H 2.617086 -0.601709 2.909767
H -2.859251 0.668663 1.098387
H 0.647169 -2.609712 2.532778
C -2.252916 -0.159042 -2.183176
C -1.987430 -1.494017 -1.632942
C -2.673298 -2.664028 -2.033138
C -2.083270 -3.734268 -1.355375
C -1.028058 -3.200048 -0.582909
C -0.130185 -4.030264 0.222392
N -0.984598 -1.827113 -0.738801
H -2.740122 0.504177 -1.457565
H -2.948095 -0.278672 -3.024606
H -1.349518 0.338495 -2.557908
H -3.477449 -2.672760 -2.755345
H -2.335569 -4.781757 -1.393740
H -0.681518 -4.480461 1.059989
H 0.271301 -4.861298 -0.375979
H 0.719390 -3.461982 0.602349

Forces on the atoms, in the same order (eV/Å):
H -0.04 0.14 0.01
N 0.97 1.10 -1.92
B -0.16 -0.48 0.02
N -0.36 -1.40 -0.21
C -0.39 -0.65 0.26
Mn -1.20 -1.32 -0.05
H -0.13 -0.43 0.09
C -0.04 0.21 0.20
H 0.08 0.07 0.03
C -0.06 1.46 0.92
H 0.05 0.10 0.17
C -0.33 0.68 0.25
H 0.27 0.15 -0.32
H 0.16 -0.55 0.37
H -0.05 -0.02 -0.12
N 0.15 -1.09 0.30
N -0.82 -1.07 -0.11
N 0.84 0.75 0.75
N -1.07 1.43 0.05
C -0.20 -0.85 -0.07
C -0.14 -0.91 -0.14
H 0.17 -0.20 0.24
H -0.05 -0.15 0.15
C -0.32 0.01 -0.25
C 0.39 -0.14 -0.19
C -0.16 1.68 -1.09
C 1.42 0.97 -0.39
H 0.29 0.00 0.41
H -0.14 0.14 0.10
H -0.08 -0.15 0.00
H 0.21 0.05 0.04
H -0.08 -0.14 -0.01
C -0.25 0.81 -0.18
C -0.37 -2.13 -0.23
C 0.58 1.50 0.36
C 1.25 0.42 0.85
C -1.98 0.07 -1.53
C 0.50 -0.53 0.51
N 0.56 0.08 0.39
H 0.12 0.10 -0.16
H 0.19 0.14 0.16
H -0.12 0.04 0.07
H -0.01 -0.07 0.06
H -0.03 -0.06 -0.09
H 0.36 0.10 0.05
H -0.03 0.21 0.16
H 0.08 -0.06 0.10

As for the HOMO-LUMO gap (alpha / beta): 6.76 / 6.55 eV. Its net charge is 0. Its spin multiplicity is 6. The value obtained for the energy is -59378.855 eV. The LUMO energy (alpha / beta) is 0.531 / 0.338 eV. The HOMO energy (alpha / beta) is -6.229 / -6.217 eV.

=====

No. 3
# C16H22BrNO3

A single C16H22BrNO3 molecule at a distorted geometry (ωB97M-V/def2-TZVPD, the OMol25 dataset).

CARTESIAN COORDINATES (ANGSTROEM)
C 0.556865 2.540830 0.416060
C 2.008159 2.874392 0.651062
O 2.304323 3.833024 1.297846
N 3.030383 2.043466 0.079138
C 3.011460 0.661121 0.596628
C 3.525887 -0.328663 -0.454706
C 2.442365 -1.179597 -1.111969
C 1.755832 -2.145164 -0.129851
C 0.366008 -1.684167 0.297084
C -0.726944 -2.189551 -0.665371
C -1.302951 -1.061727 -1.526620
C -2.251329 -0.106612 -0.840804
C -3.155796 -0.509033 0.144592
C -3.994908 0.420808 0.751176
C -3.957958 1.764853 0.390014
C -3.080139 2.175545 -0.609347
C -2.240272 1.241749 -1.213305
O 0.213935 -2.200727 1.646401
C -0.871841 -1.800317 2.293665
O -1.189247 -0.701809 2.534060
Br -1.915657 -3.300971 2.933702
H 0.393195 1.547429 0.008682
H 0.021437 2.595467 1.357231
H 0.132974 3.266389 -0.270157
H 2.935988 2.026545 -0.930069
H 2.000137 0.402546 0.912099
H 3.648109 0.606663 1.473276
H 4.062947 0.200188 -1.239739
H 4.261952 -0.975546 0.014259
H 1.730910 -0.551054 -1.644064
H 2.950861 -1.783874 -1.860947
H 2.356069 -2.171002 0.778993
H 1.724313 -3.165498 -0.492948
H 0.344423 -0.598626 0.300532
H -0.285866 -2.908400 -1.347768
H -1.521262 -2.721453 -0.149656
H -0.458108 -0.467801 -1.877828
H -1.761890 -1.462731 -2.426996
H -3.195787 -1.550455 0.421826
H -4.673294 0.096106 1.527121
H -4.602754 2.476835 0.878626
H -3.027513 3.204868 -0.925252
H -1.565018 1.585955 -1.986677

Forces on the atoms, in the same order (eV/Å):
C -0.03 -0.47 0.03
C 0.03 0.02 -0.13
O 0.19 0.44 0.34
N 0.10 -0.28 -0.03
C 0.16 0.28 -0.39
C -0.30 0.10 0.10
C 0.46 -0.62 -0.02
C 0.10 0.73 0.51
C 0.28 -0.45 -0.63
C -0.15 0.25 -0.20
C 0.20 0.23 0.21
C -0.20 0.33 0.12
C 0.16 0.44 -0.40
C 0.08 0.05 -0.05
C 0.27 -0.29 -0.23
C 0.09 -0.58 0.05
C -0.25 0.06 0.26
O -0.35 -0.54 -0.34
C 0.35 -0.73 0.30
O -0.47 1.22 0.09
Br 0.10 -0.04 -0.03
H 0.04 -0.05 -0.15
H -0.14 0.15 0.11
H -0.06 0.17 -0.07
H -0.14 0.01 -0.05
H -0.06 -0.23 0.15
H 0.03 0.17 0.21
H 0.13 0.24 0.01
H 0.05 -0.25 0.00
H -0.16 0.07 -0.04
H -0.08 0.02 -0.28
H 0.11 -0.06 0.09
H -0.12 -0.15 -0.19
H -0.16 0.18 0.42
H 0.11 -0.25 -0.01
H -0.04 -0.05 0.23
H 0.05 0.06 -0.19
H -0.17 -0.20 -0.06
H -0.12 -0.11 0.19
H -0.05 -0.04 0.04
H -0.10 0.09 0.07
H -0.07 0.18 0.03
H 0.11 -0.09 -0.05

As for the HOMO-LUMO gap: 9.89 eV. Its net charge is 0. The value obtained for the energy is -94623.694 eV. Its SMILES is CC(=O)NCCCC[C@@H](CCc1ccccc1)OC(=O)Br. The LUMO energy is 0.586 eV. The HOMO energy is -9.303 eV.

=====

No. 4
# C16H22Cl15F6NO5

8 unconnected molecules or ions with the total composition C16H22Cl15F6NO5 at a distorted geometry (ωB97M-V/def2-TZVPD, the OMol25 dataset).

CARTESIAN COORDINATES (ANGSTROEM)
C 3.151751 4.399249 0.009399
O 4.091361 3.594409 -0.056111
N 1.890521 4.101269 0.172629
C 0.790341 5.021379 0.398849
C 1.458631 2.679699 -0.052191
H 3.201251 5.473309 -0.227561
H -0.000469 4.592209 1.014099
H 0.329241 5.381799 -0.520711
H 1.163111 5.936709 0.858539
H 0.654091 2.421059 0.636229
H 1.013591 2.384059 -1.002261
H 2.221621 1.918209 0.109249
C 1.019851 -0.900341 3.090169
C -0.376809 -0.419061 2.882639
O -0.874149 -1.182361 1.834679
C -0.641159 -0.983761 0.498709
O -0.051219 -0.006761 -0.016541
C -1.153139 -2.214571 -0.415111
F -2.326059 -1.887741 -0.877631
F -0.257379 -2.539201 -1.311441
F -1.363539 -3.326951 0.303289
H 1.369781 -1.747571 2.500379
H 1.064251 -1.058301 4.167749
H 1.679081 -0.049191 2.919719
H -0.417639 0.653679 2.693779
H -1.078189 -0.530701 3.709499
C -3.124359 0.428729 -3.457721
C -1.605869 0.737099 -3.688191
O -1.307379 0.043399 -4.873741
C -0.058439 0.307279 -5.558001
O 0.793381 1.139279 -5.099041
C 0.103441 -0.489221 -6.887611
F 1.068081 0.166469 -7.660431
F 0.647021 -1.707691 -6.628901
F -1.037059 -0.560691 -7.573501
H -3.180209 -0.534931 -2.951421
H -3.702519 0.510219 -4.378151
H -3.445699 1.197099 -2.754561
H -1.081439 0.315089 -2.830881
H -1.434449 1.796619 -3.878251
C 0.907931 -5.728421 1.307519
Cl 1.022321 -5.679301 3.046299
Cl 1.251131 -7.273141 0.625429
Cl 1.914191 -4.448101 0.749259
H -0.068709 -5.313311 1.058639
C -4.446559 0.779729 0.875699
Cl -3.386249 0.753089 2.317049
Cl -5.567159 2.207359 0.863089
Cl -5.234839 -0.763521 0.573889
H -3.764599 0.980739 0.049489
C -1.087089 0.919249 6.543469
Cl -2.671389 0.170309 6.184439
Cl -0.504819 1.799079 5.106989
Cl 0.209981 -0.251531 7.097429
H -1.282139 1.665909 7.313239
C 4.282601 2.451649 3.298649
Cl 2.718781 3.327759 3.640829
Cl 4.086781 0.871169 4.025079
Cl 5.630791 3.246239 4.023639
H 4.371041 2.439829 2.212309
C 0.581181 -5.555491 -3.127891
Cl -0.602189 -5.794921 -1.899821
Cl 0.573531 -3.791031 -3.518581
Cl 0.289111 -6.304181 -4.710451
H 1.583161 -5.768411 -2.755351

Forces on the atoms, in the same order (eV/Å):
C 3.46 1.35 -1.10
O -1.55 0.91 0.25
N -4.49 -4.39 -0.29
C 0.46 1.29 0.29
C -0.18 -0.60 1.29
H 0.93 0.09 0.36
H 0.35 -0.33 -0.05
H 0.09 -0.44 -0.49
H 0.17 -0.10 0.23
H -0.03 0.42 0.26
H 0.16 0.98 -0.67
H 0.57 0.63 0.03
C 0.97 1.25 1.71
C 0.05 0.94 -0.35
O -1.65 -1.32 -4.57
C 1.72 1.74 0.80
O -1.86 -2.67 1.57
C 0.76 0.02 2.94
F -0.89 0.69 -1.47
F -0.18 0.94 -0.43
F 0.19 -0.02 0.61
H -0.46 -0.05 0.21
H 0.69 -0.60 -0.02
H 0.29 -0.22 -0.16
H 0.05 0.00 -0.54
H 0.19 -0.59 -0.02
C 1.49 0.79 0.55
C -1.77 -0.11 -0.06
O 3.69 -0.70 -3.33
C 0.59 3.58 4.34
O -3.87 -4.07 -2.36
C 2.02 0.58 -0.64
F -1.89 -0.85 1.12
F -1.16 0.93 -0.21
F 0.90 -0.28 0.52
H -0.40 -0.05 -0.40
H 0.08 -0.20 0.16
H -0.41 -0.03 0.07
H 0.54 0.36 -0.10
H 0.19 0.03 0.44
C -1.09 1.00 0.43
Cl -0.17 -0.58 0.99
Cl 0.08 -0.37 -0.13
Cl 1.44 0.98 -1.17
H -0.20 -1.02 -0.09
C 0.36 0.74 -0.52
Cl -0.67 0.08 -0.17
Cl 0.48 -1.01 0.28
Cl 0.02 0.47 0.29
H -0.25 -0.21 0.10
C 0.15 -0.32 0.02
Cl 0.85 -0.03 0.18
Cl 0.01 0.04 0.43
Cl -1.31 0.88 -0.43
H 0.34 -0.36 -0.01
C -0.94 0.02 0.41
Cl 0.32 0.22 -0.39
Cl 0.18 -0.41 -0.38
Cl 0.36 0.51 -0.05
H 0.14 -0.32 0.28
C 0.51 1.57 -1.17
Cl -0.57 -0.69 0.21
Cl 0.53 -0.13 -0.17
Cl -0.04 -0.67 0.71
H -0.30 -0.30 -0.14

As for the HOMO-LUMO gap (alpha / beta): 8.49 / 3.55 eV. Its net charge is +1. Its spin multiplicity is 2. The value obtained for the energy is -232806.088 eV. The LUMO energy (alpha / beta) is -3.879 / -8.815 eV. The HOMO energy (alpha / beta) is -12.367 / -12.367 eV.

=====

No. 5
# C16H22Cl6N2

5 unconnected molecules or ions with the total composition C16H22Cl6N2 at a distorted geometry (ωB97M-V/def2-TZVPD, the OMol25 dataset).

CARTESIAN COORDINATES (ANGSTROEM)
C 7.137678 8.324114 9.205998
C 6.853931 7.087541 8.626378
C 7.418502 6.797088 7.360088
N 8.204142 7.683326 6.695670
C 8.403223 8.848593 7.314141
C 7.892471 9.270080 8.547257
H 6.735580 8.592394 10.119988
H 6.184355 6.454140 9.121767
H 7.248057 5.794715 6.940678
H 9.081152 9.446689 6.742731
H 7.926427 10.267049 8.944352
C 8.658286 9.385922 14.805741
C 9.259141 9.317318 13.606610
C 8.416921 8.889170 12.570211
N 7.127615 8.583396 12.704344
C 6.643027 8.510126 13.965974
C 7.374379 9.041214 15.003939
H 9.120827 9.759746 15.685069
H 10.255526 9.664767 13.458678
H 8.824648 8.957735 11.568167
H 5.601016 8.299301 14.089022
H 6.940036 9.097490 15.977442
Cl 12.042577 4.640385 13.405400
C 11.142892 6.054577 13.888578
C 9.687594 5.675602 14.223909
Cl 8.843282 4.906295 12.933550
H 11.099272 6.695178 13.013143
H 11.673518 6.520339 14.720116
H 9.114584 6.528519 14.523715
H 9.654153 4.977720 15.024695
Cl 16.486572 10.584165 10.722244
C 16.237352 9.568123 12.182027
C 14.771376 9.617960 12.564176
Cl 14.402214 8.637064 14.018310
H 16.838101 9.928914 12.917072
H 16.602015 8.561672 11.936909
H 14.086287 9.243150 11.779780
H 14.582020 10.748304 12.747405
Cl 11.358738 8.082957 10.329627
C 10.903998 6.715446 9.122098
C 11.771746 5.589059 9.247294
Cl 13.493367 6.048029 9.345540
H 11.103798 7.270018 8.199783
H 9.836654 6.457467 9.299557
H 11.543626 4.911828 8.454216
H 11.548165 5.029443 10.100443

Forces on the atoms, in the same order (eV/Å):
C 0.10 -0.37 -1.39
C 1.51 1.18 -1.52
C -0.18 0.37 0.96
N -0.87 -1.12 1.38
C 0.48 0.40 -0.37
C -0.31 -1.30 -0.96
H -0.92 0.21 1.86
H -0.65 -1.16 0.52
H 0.11 0.65 -0.20
H 0.18 0.84 -0.12
H 0.63 0.25 -0.07
C 0.94 0.92 1.88
C -0.76 -0.53 -1.40
C 0.40 0.86 -0.36
N 0.20 -1.04 0.54
C 0.51 1.68 -1.21
C -1.89 -1.59 0.15
H 0.95 0.41 0.45
H 0.56 -0.06 -0.31
H -0.23 -0.31 -0.21
H -0.41 -0.46 -0.09
H -0.22 0.08 0.51
Cl 0.66 -0.79 -0.17
C -1.32 0.26 -0.29
C 1.25 0.43 0.75
Cl -0.60 -0.42 -1.33
H 0.27 0.36 0.07
H -0.30 0.06 -0.08
H -0.15 0.72 0.07
H 0.18 -0.54 0.83
Cl -0.06 -0.09 0.19
C -1.36 -1.88 -2.26
C -0.53 1.87 -0.32
Cl 0.23 0.29 -0.10
H 1.61 1.25 2.18
H -0.35 0.23 -0.02
H 0.60 0.32 0.31
H -0.21 -2.04 -0.01
Cl -0.67 -0.77 -0.19
C -1.13 3.37 0.08
C 1.36 -0.96 0.31
Cl -0.05 -0.44 -0.46
H -0.60 -0.39 -0.02
H 0.74 0.36 -0.28
H 0.40 -0.37 -1.03
H -0.10 -0.73 1.70

As for the HOMO-LUMO gap: 10.19 eV. Its net charge is 0. The value obtained for the energy is -95062.829 eV. Its SMILES is c1ccncc1.c1ccncc1.ClCCCl.ClCCCl.ClCCCl. The LUMO energy is 0.528 eV. The HOMO energy is -9.667 eV.

=====

- Look up the net charge of the third one.
  0